Molecular formula: C17H33CoN7OPS
Method: DFT, wB97M-V/def2-TZVPD

## Properties
Total charge: +2
LUMO (alpha / beta) (eV): -4.650 / -4.636
Frontier orbital gap (alpha / beta) (Ha): 0.290 / 0.291
Multiplicity: 3
Highest occupied orbital energy (alpha / beta) (Ha): -0.4612 / -0.4610
Molar mass (g/mol): 473.47
ΔE to the lowest compared entry with this formula, charge and spin (kcal/mol): 1.4

Structure (XYZ):
```
61
C17H33CoN7OPS, DFT wB97M-V/def2-TZVPD
H 0.9280 -3.0457 1.8511
H -1.4597 0.7709 -1.8586
C -1.4980 0.8294 -3.9406
H -0.8387 1.6966 -4.0364
H 0.9813 -1.2190 -3.0117
N -1.7253 -1.8280 -1.2715
H 1.5534 -2.1347 4.0246
H -3.2211 -2.4265 -2.6466
H -2.3870 -1.8717 -0.5003
N 2.8863 -2.4897 2.4043
C -2.1548 2.8488 3.1666
N 0.3883 -0.4007 -2.9148
N -1.7246 1.6956 1.1404
Co -0.2923 -0.2810 -0.6903
H -2.1305 2.8806 -2.2374
H 0.9930 0.3967 -3.0941
H -0.2023 -0.5439 -4.9517
H -2.1867 0.8346 -4.7892
C -1.0579 3.6737 2.9123
H 3.3346 1.2961 2.5001
H 3.2745 -1.7987 4.3656
H -1.2751 -2.7370 -1.3037
H -2.1698 -1.8133 -4.6421
C 2.4667 -1.6794 3.6432
H 3.1213 -3.4384 2.7007
C -2.4623 1.8711 2.2596
N -2.8363 2.1385 -2.1964
P 1.2672 -0.8519 0.7719
N 2.2787 -0.3149 3.3122
H 4.2994 0.1826 3.4833
H 3.3748 -0.7543 -0.4727
C 4.1492 -1.8307 1.8198
H 4.9238 -1.9467 2.5782
H 2.1246 -3.1518 0.5522
C -3.2202 -0.2972 -2.4781
C -1.5479 -1.6920 -3.7522
H -3.0556 1.9965 -1.1964
N 3.9165 -0.4630 1.5350
C 1.7801 -2.5440 1.3902
C -2.4775 -1.6331 -2.5378
H 0.9794 0.9907 2.3270
C -0.6627 -0.4624 -3.9638
C -0.3118 3.4719 1.7752
H 0.2129 -0.4643 2.9497
S 0.3033 2.1232 -0.5545
C 2.9876 -0.2554 0.4190
H 4.4146 -2.3930 0.9253
C -0.6300 2.4567 0.8617
O -2.1120 0.7431 0.2848
C -2.2243 0.8340 -2.6173
H -3.2939 1.1896 2.3541
H -0.7960 4.4635 3.6029
H -3.9552 -0.2566 -3.2878
H 0.5448 4.0904 1.5478
H -0.9249 -2.5896 -3.6991
C 3.5018 0.2483 2.7418
H -3.6667 2.4118 -2.7227
H -3.7572 -0.2211 -1.5294
H -2.7663 2.9689 4.0482
C 1.1105 -0.0849 2.4552
H 2.9281 0.8104 0.1932
```

Here are the natural (NBO) charges for atoms 1 to 8, given in e: atom 1 (H): 0.243, atom 2 (H): 0.230, atom 3 (C): -0.432, atom 4 (H): 0.229, atom 5 (H): 0.385, atom 6 (N): -0.882, atom 7 (H): 0.224, atom 8 (H): 0.213

Molecular formula: C17H33N2OP
Method: DFT, wB97M-V/def2-TZVPD

## Properties
LUMO (eV): 0.523
Frontier orbital gap (Ha): 0.322
Highest occupied orbital energy (Ha): -0.3028
Molar mass (g/mol): 312.44
Structure (SMILES): COCCCC[C@@](C#N)(CC#N)P(C)C.CCCCCC

Structure (XYZ):
```
54
C17H33N2OP, DFT wB97M-V/def2-TZVPD
H -0.5724 -0.8953 3.0721
H 2.1438 2.0537 3.9886
H 1.7338 1.8487 2.1621
H -4.8618 -1.8420 -0.9685
H 6.3169 3.5276 1.4486
C 4.4762 2.1996 1.7134
C 3.8069 3.7152 1.9422
C -3.4369 -1.9486 -2.6050
C -4.2028 0.1609 -1.3957
H -3.2004 -1.5103 -0.5169
C 2.4572 2.6074 -0.6879
H 0.9519 0.1253 4.5543
H 6.3594 2.5164 3.0415
H 1.9017 2.0423 -1.5601
H -3.1870 -3.0009 -2.4221
C 3.7431 -0.1792 -0.2732
H -4.5252 0.5511 -0.4242
H 2.3360 -0.9343 3.8281
H -4.9874 0.3921 -2.1217
H -6.7327 -4.3832 -3.2280
H -3.2921 0.6937 -1.6876
H -1.6453 -0.0597 0.3451
H -2.4954 -1.4601 -2.8796
N 7.8466 0.5016 0.5215
H -6.3000 -1.9888 -2.7615
C -5.7193 -3.9821 -3.3288
P 4.0294 1.6991 -0.0799
H 2.7964 3.6915 -1.0255
H -0.8246 1.6322 0.4874
C 0.4701 -0.7648 2.5057
H 3.5409 -0.7613 0.7222
H -4.5303 -0.8011 -4.0726
C 1.5383 -0.0951 3.5382
C -3.9502 -1.3353 -1.2986
C -0.9375 0.5899 1.0430
C 2.2347 1.3018 3.0649
H -1.4622 0.8215 2.0670
H -3.9172 -2.3305 -4.6619
H 4.6633 -0.6507 -0.8588
H 4.3908 1.4278 3.8851
C 3.8837 1.1274 2.8469
H -5.2310 -4.5025 -4.1585
O 0.3576 -0.1322 1.1873
H -5.1782 -4.2145 -2.4073
C 6.1191 2.4404 1.8986
H 2.7805 -0.3384 -0.9601
H 0.8377 -1.8833 2.3082
N 3.1378 4.8154 2.1805
H -6.3773 -2.3078 -4.4845
H 4.2035 0.0197 2.6465
H 1.6480 2.7905 0.1677
C 7.0320 1.3471 1.0851
C -4.3962 -1.8537 -3.7973
C -5.7742 -2.4841 -3.5856
```

Here are the natural (NBO) charges for atoms 1 to 8, given in e: atom 1 (H): 0.185, atom 2 (H): 0.225, atom 3 (H): 0.238, atom 4 (H): 0.196, atom 5 (H): 0.279, atom 6 (C): -0.355, atom 7 (C): 0.257, atom 8 (C): -0.398

Molecular formula: C17H34CaOP2
Method: DFT, wB97M-V/def2-TZVPD

## Properties
LUMO (alpha / beta) (eV): -0.208 / -0.208
Frontier orbital gap (alpha / beta) (Ha): 0.145 / 0.145
Highest occupied orbital energy (alpha / beta) (Ha): -0.1522 / -0.1522
Molar mass (g/mol): 356.48
ΔE to the lowest compared entry with this formula, charge and spin (kcal/mol): 0.0

Structure (XYZ):
```
55
C17H34CaOP2, DFT wB97M-V/def2-TZVPD
Ca 0.9425 0.0002 3.1772
C -0.4376 1.4208 5.0900
H 0.4943 -2.6899 4.3702
H 2.5992 -1.6525 0.8837
P 0.1607 -1.8238 1.2402
H -2.2028 -1.1224 -4.5427
H 2.7353 -0.7435 -3.3524
H 0.8948 3.6309 2.1791
H -2.4697 1.5668 0.8892
O 0.0008 2.3723 4.5064
C 1.0474 3.0858 1.2324
C -1.2552 -0.6101 -4.2726
H 0.8486 3.7288 0.3621
H 0.7611 0.7872 -5.1048
C 0.3510 0.6887 -0.1784
C -1.7321 2.3738 0.9584
H -1.9778 2.9687 1.8437
H -0.6920 -3.8424 0.0465
H -1.2232 2.0769 6.9785
C 0.2857 -1.6710 4.7100
H 1.9936 -1.1998 -4.8866
H 1.4274 0.7715 -0.3919
P -0.1103 1.6789 1.2854
C -1.6316 0.8448 -3.8668
C 0.6828 1.4887 -3.1074
H -1.7868 1.4261 -4.8038
C 1.7835 -0.7074 -3.9125
H 2.0911 -3.1752 1.6579
C -0.8791 -3.3060 0.9925
C -1.0685 1.1474 6.3831
H -1.7597 3.0000 0.0539
H -1.1827 -0.7979 -0.5429
H -0.6412 -0.5670 -5.1787
H -0.7878 -1.6902 4.9529
H -2.0248 0.6424 6.1891
H 1.3339 2.0619 -2.4379
H -1.1986 -2.0473 -2.6106
H 1.2715 -2.2588 -2.4718
H -0.1502 1.2630 -0.9578
C -0.5415 -1.4221 -3.2348
H 0.7761 -1.5998 5.6811
C -0.1243 -0.7637 -0.2456
H -0.6670 -3.9670 1.8496
H -1.9343 -3.0000 1.0623
H 0.4598 -1.2592 -1.0258
C -0.6625 1.5406 -2.9774
C 0.8018 -1.4993 -3.1130
C 1.3896 0.7650 -4.2085
H 2.0941 2.7302 1.2123
H -0.4305 0.4372 6.9361
H 2.3253 1.3118 -4.4428
H 1.9265 -2.9768 -0.1205
C 1.8559 -2.4636 0.8556
H -1.1561 2.1932 -2.2465
H -2.6065 0.8531 -3.3452
```

Here are the natural (NBO) charges for atoms 1 to 8, given in e: atom 1 (Ca): 1.520, atom 2 (C): 0.132, atom 3 (H): 0.148, atom 4 (H): 0.218, atom 5 (P): 0.740, atom 6 (H): 0.224, atom 7 (H): 0.210, atom 8 (H): 0.273

Molecular formula: C17H34N2O2
Method: DFT, wB97M-V/def2-TZVPD

## Properties
LUMO (eV): 0.871
Frontier orbital gap (Ha): 0.355
Highest occupied orbital energy (Ha): -0.3225
Molar mass (g/mol): 298.47
ΔE to the lowest compared entry with this formula, charge and spin (kcal/mol): 412.3

Structure (XYZ):
```
55
C17H34N2O2, DFT wB97M-V/def2-TZVPD
C 0.8345 -2.5091 -0.8097
C -2.1227 -0.4853 0.2069
H 1.1003 -4.4542 0.4384
H -0.2006 2.3679 2.7572
H -0.8878 -0.3687 -3.6068
H -1.3436 -0.5740 -0.5300
H -1.4313 2.9504 -0.8579
H -2.6096 -1.5206 -0.1497
H 0.2135 -1.2884 -4.4624
H 0.9871 0.7225 0.8345
O 0.6289 -1.2512 0.1646
H 2.3884 0.9532 3.3372
H -0.6848 -2.2151 -2.2038
C -3.0648 0.7979 0.3605
C -0.2626 -1.6501 1.2310
H -2.1231 1.8156 1.8483
C -2.3511 1.8373 0.8653
O -0.7007 -3.2005 0.7617
H 0.6737 3.6149 -0.1083
H -0.4978 1.5370 -0.4361
C 0.8671 -1.9961 2.4735
C 0.0517 -0.3297 -3.8194
H 2.0139 0.7901 -4.3771
H 2.2692 1.6917 1.2670
H 0.3280 -1.7562 3.2831
H -0.2691 -4.1688 -0.5723
N 0.7901 1.9707 -3.3160
C -1.4914 -0.9302 1.5207
C 0.2343 -2.2620 -2.1764
H 1.1772 3.2911 2.2637
C 2.0239 -0.7731 2.5405
H 1.1783 1.6759 -2.3422
C 0.3554 2.4168 1.9094
H -0.2841 2.1088 -3.0002
H 1.0939 -2.9365 2.4369
H 0.5105 1.2288 -5.1204
C 1.4320 1.2554 1.5907
H 1.1103 -0.1652 -2.0302
C 1.7728 0.4867 2.8125
H -0.6220 4.3216 0.9945
H 2.7494 -1.2537 3.2409
H -3.6794 0.5507 1.1816
N 0.9774 -0.9184 -2.7439
H -3.2375 0.8309 -0.7134
H 2.4874 -1.0886 1.6561
H -0.6806 0.0364 1.9756
C 0.8307 0.8740 -4.2367
H 1.9249 -2.6684 -0.8001
H -1.9310 -1.4599 2.1998
H 0.9566 0.4552 3.3928
C -1.1335 2.2050 0.0255
H -3.0284 2.7286 0.9012
C 0.2661 -3.6258 0.0054
C -0.1526 3.4515 0.7178
H 0.5627 -3.1163 -2.7817
```

Here are the natural (NBO) charges for atoms 1 to 8, given in e: atom 1 (C): 0.087, atom 2 (C): -0.423, atom 3 (H): 0.112, atom 4 (H): 0.197, atom 5 (H): 0.175, atom 6 (H): 0.227, atom 7 (H): 0.199, atom 8 (H): 0.216